A 11-piece molecular cluster, C75H165N7O11 overall in a non-equilibrium geometry. Source: the Open Molecules 2025 dataset; level of theory: ωB97M-V/def2-TZVPD.

Electronic energy: -113398.156 eV
E_HOMO: -8.051 eV
Maximum force: 0.0396 Eh/bohr
LUMO: 0.4 eV
ΔE to the lowest compared entry with this formula, charge and spin: 0.514 eV
SMILES: CC1(C)CCCC(C)(C)N1O.CC1(C)CCCC(C)(C)N1O.CC1(C)CCCC(C)(C)N1O.CC1(C)CCCC(C)(C)N1O.CC1(C)CCCC(C)(C)N1O.CC1(C)CCCC(C)(C)N1O.CC1(C)CCCC(C)(C)N1O.CC(C)O.CC(C)O.CC(C)O.CC(C)O

Each atom is followed by the atoms it is bonded to, with distances in Å.
Geometry (Å):
1 C -2.9755 -1.8542 -2.9298  C2 1.541, H12 1.094, H13 1.092, H14 1.089
2 C -3.7753 -2.9999 -3.5791  C1 1.541, C3 1.530, C4 1.531, N10 1.462
3 C -3.7114 -2.7729 -5.0907  C2 1.530, H15 1.090, H16 1.095, H17 1.093
4 C -3.0537 -4.3023 -3.2223  C2 1.531, C5 1.523, H18 1.094, H19 1.093
5 C -3.8629 -5.5346 -3.6043  C4 1.523, C6 1.537, H20 1.094, H21 1.092
6 C -5.2580 -5.4825 -2.9604  C5 1.537, C7 1.528, H22 1.095, H23 1.091
7 C -5.9940 -4.1717 -3.2326  C6 1.528, C8 1.534, C9 1.528, N10 1.471
8 C -6.5248 -4.1203 -4.6713  C7 1.534, H24 1.091, H25 1.090, H26 1.092
9 C -7.1802 -4.0721 -2.2741  C7 1.528, H27 1.100, H28 1.090, H29 1.090
10 N -5.0763 -3.0665 -2.9150  C2 1.462, C7 1.471, O11 1.438
11 O -5.8016 -1.8484 -3.1552  N10 1.438, H30 0.962
12 H -3.4566 -0.8919 -3.1255  C1 1.094
13 H -2.9193 -2.0180 -1.8514  C1 1.092
14 H -1.9738 -1.7945 -3.3521  C1 1.089
15 H -4.0574 -3.6052 -5.7029  C3 1.090
16 H -4.3175 -1.9167 -5.4053  C3 1.095
17 H -2.6885 -2.5243 -5.3837  C3 1.093
18 H -2.0813 -4.3117 -3.7240  C4 1.094
19 H -2.8663 -4.3054 -2.1453  C4 1.093
20 H -3.9988 -5.5768 -4.6891  C5 1.094
21 H -3.3027 -6.4190 -3.2941  C5 1.092
22 H -5.1248 -5.5753 -1.8777  C6 1.095
23 H -5.8159 -6.3252 -3.3710  C6 1.091
24 H -6.5411 -3.0994 -5.0546  C8 1.091
25 H -7.5465 -4.4939 -4.7349  C8 1.090
26 H -5.9112 -4.6932 -5.3700  C8 1.092
27 H -6.8859 -3.5418 -1.3565  C9 1.100
28 H -7.5545 -5.0217 -1.8907  C9 1.090
29 H -7.9873 -3.4387 -2.6426  C9 1.090
30 H -5.4961 -1.2972 -2.4284  O11 0.962
31 C 4.0597 1.4138 6.1057  C32 1.542, H42 1.098, H43 1.089, H44 1.092
32 C 3.7099 0.7908 7.4723  C31 1.542, C33 1.530, C34 1.525, N40 1.459
33 C 4.5815 -0.4499 7.6797  C32 1.530, H45 1.091, H46 1.089, H47 1.091
34 C 4.0370 1.7859 8.5806  C32 1.525, C35 1.523, H48 1.095, H49 1.093
35 C 2.9958 2.8862 8.7382  C34 1.523, C36 1.523, H50 1.092, H51 1.095
36 C 1.6263 2.2558 8.9518  C35 1.523, C37 1.523, H52 1.092, H53 1.097
37 C 1.1972 1.2971 7.8490  C36 1.523, C38 1.529, C39 1.548, N40 1.453
38 C 0.0121 0.4880 8.3761  C37 1.529, H54 1.092, H55 1.091, H56 1.093
39 C 0.6783 2.0764 6.6162  C37 1.548, H57 1.089, H58 1.091, H59 1.094
40 N 2.3055 0.4050 7.5566  C32 1.459, C37 1.453, O41 1.412
41 O 1.9803 -0.5938 6.6135  N40 1.412, H60 0.968
42 H 3.7903 0.7141 5.3033  C31 1.098
43 H 3.5114 2.3310 5.8976  C31 1.089
44 H 5.1427 1.5120 6.0083  C31 1.092
45 H 5.6335 -0.1733 7.5974  C33 1.091
46 H 4.3719 -0.9095 8.6443  C33 1.089
47 H 4.3677 -1.1893 6.9063  C33 1.091
48 H 4.1409 1.2608 9.5354  C34 1.095
49 H 5.0141 2.2297 8.3719  C34 1.093
50 H 3.2088 3.5082 9.6101  C35 1.092
51 H 3.0133 3.5429 7.8619  C35 1.095
52 H 0.8690 3.0190 9.1454  C36 1.092
53 H 1.6700 1.6528 9.8671  C36 1.097
54 H -0.3216 -0.2688 7.6633  C38 1.092
55 H -0.8402 1.1243 8.6203  C38 1.091
56 H 0.2670 -0.0714 9.2800  C38 1.093
57 H 1.3892 2.8144 6.2460  C39 1.089
58 H -0.2612 2.5579 6.8923  C39 1.091
59 H 0.4212 1.3992 5.7963  C39 1.094
60 H 1.6603 -0.0981 5.8460  O41 0.968
61 C 0.0996 -9.0109 0.4879  C62 1.523, H72 1.092, H73 1.094, H74 1.093
62 C -0.5602 -7.6995 0.0817  C61 1.523, C63 1.534, C64 1.528, N70 1.459
63 C -0.6507 -7.6598 -1.4494  C62 1.534, H75 1.093, H76 1.096, H77 1.085
64 C -1.9410 -7.7029 0.7353  C62 1.528, C65 1.522, H78 1.094, H79 1.090
65 C -2.6545 -6.3754 0.5208  C64 1.522, C66 1.532, H80 1.093, H81 1.092
66 C -1.7967 -5.2553 1.1179  C65 1.532, C67 1.521, H82 1.096, H83 1.100
67 C -0.3399 -5.2345 0.6805  C66 1.521, C68 1.533, C69 1.518, N70 1.470
68 C -0.2437 -4.5673 -0.6963  C67 1.533, H84 1.087, H85 1.094, H86 1.092
69 C 0.4699 -4.4203 1.6738  C67 1.518, H87 1.092, H88 1.095, H89 1.093
70 N 0.1936 -6.6040 0.6813  C62 1.459, C67 1.470, O71 1.417
71 O 1.5419 -6.6100 0.2468  N70 1.417, H90 0.962
72 H -0.4927 -9.8756 0.1815  C61 1.092
73 H 1.0919 -9.1479 0.0484  C61 1.094
74 H 0.2418 -9.0886 1.5691  C61 1.093
75 H 0.3305 -7.4375 -1.8765  C63 1.093
76 H -0.8434 -8.6699 -1.8275  C63 1.096
77 H -1.4097 -6.9920 -1.8443  C63 1.085
78 H -2.5242 -8.4960 0.2591  C64 1.094
79 H -1.8916 -7.8527 1.8141  C64 1.090
80 H -2.8419 -6.1758 -0.5377  C65 1.093
81 H -3.6254 -6.3427 1.0185  C65 1.092
82 H -1.9369 -5.2211 2.2045  C66 1.096
83 H -2.2552 -4.2987 0.8254  C66 1.100
84 H -0.9715 -4.9162 -1.4246  C68 1.087
85 H 0.7284 -4.7173 -1.1749  C68 1.094
86 H -0.3574 -3.4893 -0.5660  C68 1.092
87 H 0.5237 -4.8806 2.6623  C69 1.092
88 H 0.0001 -3.4388 1.7953  C69 1.095
89 H 1.4847 -4.2104 1.3261  C69 1.093
90 H 2.0381 -6.7819 1.0527  O71 0.962
91 C -3.0375 3.9017 -5.8789  C92 1.526, H102 1.091, H103 1.093, H104 1.094
92 C -2.2379 3.6083 -4.6125  C91 1.526, C93 1.534, C94 1.516, N100 1.459
93 C -2.5843 2.2143 -4.0743  C92 1.534, H105 1.093, H106 1.096, H107 1.086
94 C -0.7704 3.7317 -4.9733  C92 1.516, C95 1.520, H108 1.094, H109 1.094
95 C 0.1404 3.8193 -3.7596  C94 1.520, C96 1.525, H110 1.094, H111 1.092
96 C -0.2530 5.0242 -2.9123  C95 1.525, C97 1.533, H112 1.097, H113 1.091
97 C -1.7434 5.1030 -2.5606  C96 1.533, C98 1.552, C99 1.520, N100 1.439
98 C -1.9408 4.2555 -1.2758  C97 1.552, H114 1.091, H115 1.095, H116 1.097
99 C -2.0393 6.5453 -2.1816  C97 1.520, H117 1.100, H118 1.089, H119 1.089
100 N -2.5801 4.6350 -3.6337  C92 1.459, C97 1.439, O101 1.408
101 O -3.9464 4.6796 -3.2974  N100 1.408, H120 0.963
102 H -4.1101 3.8867 -5.6776  C91 1.091
103 H -2.7719 4.8827 -6.2812  C91 1.093
104 H -2.8522 3.1932 -6.6914  C91 1.094
105 H -2.1543 2.0961 -3.0766  C93 1.093
106 H -3.6506 2.2240 -3.8197  C93 1.096
107 H -2.3368 1.3777 -4.7212  C93 1.086
108 H -0.4776 2.8396 -5.5341  C94 1.094
109 H -0.6050 4.6137 -5.5981  C94 1.094
110 H 0.0437 2.8931 -3.1859  C95 1.094
111 H 1.1866 3.8944 -4.0627  C95 1.092
112 H 0.0664 5.9276 -3.4465  C96 1.097
113 H 0.3249 5.0032 -1.9877  C96 1.091
114 H -1.3478 4.6078 -0.4302  C98 1.091
115 H -1.7386 3.1874 -1.4044  C98 1.095
116 H -3.0029 4.2668 -1.0035  C98 1.097
117 H -2.0625 7.1416 -3.1053  C99 1.100
118 H -1.2301 6.9732 -1.5917  C99 1.089
119 H -3.0191 6.6798 -1.7248  C99 1.089
120 H -4.3018 5.3920 -3.8395  O101 0.963
121 C -3.4950 0.1760 6.6017  C122 1.533, H132 1.095, H133 1.090, H134 1.090
122 C -4.6989 1.1186 6.7151  C121 1.533, C123 1.520, C124 1.527, N130 1.468
123 C -5.6233 0.6699 7.8355  C122 1.520, H135 1.098, H136 1.089, H137 1.088
124 C -4.1911 2.5266 7.0150  C122 1.527, C125 1.523, H138 1.093, H139 1.093
125 C -3.5923 3.1729 5.7732  C124 1.523, C126 1.506, H140 1.095, H141 1.098
126 C -4.6554 3.2815 4.7126  C125 1.506, C127 1.532, H142 1.095, H143 1.093
127 C -5.1558 1.9014 4.2755  C126 1.532, C128 1.524, C129 1.528, N130 1.459
128 C -6.4295 2.1875 3.4891  C127 1.524, H144 1.094, H145 1.090, H146 1.093
129 C -4.1547 1.1915 3.3661  C127 1.528, H147 1.088, H148 1.095, H149 1.089
130 N -5.5008 1.1649 5.4863  C122 1.468, C127 1.459, O131 1.418
131 O -6.0417 -0.1102 5.1818  N130 1.418, H150 0.962
132 H -2.8393 0.1466 7.4783  C121 1.095
133 H -3.7260 -0.8700 6.3980  C121 1.090
134 H -2.8458 0.5576 5.8141  C121 1.090
135 H -5.0642 0.6686 8.7804  C123 1.098
136 H -6.4419 1.3751 7.9714  C123 1.089
137 H -5.9413 -0.3617 7.7024  C123 1.088
138 H -4.9995 3.1670 7.3776  C124 1.093
139 H -3.4058 2.5006 7.7743  C124 1.093
140 H -3.0948 4.1226 5.9972  C125 1.095
141 H -2.7370 2.5824 5.4203  C125 1.098
142 H -4.2905 3.8310 3.8387  C126 1.095
143 H -5.4954 3.8826 5.0700  C126 1.093
144 H -6.1829 2.7551 2.5864  C128 1.094
145 H -7.1247 2.7960 4.0672  C128 1.090
146 H -6.9364 1.2873 3.1321  C128 1.093
147 H -3.2678 0.8963 3.9224  C129 1.088
148 H -3.7657 1.8663 2.5960  C129 1.095
149 H -4.6042 0.3362 2.8644  C129 1.089
150 H -6.9868 0.0587 5.1166  O131 0.962
151 C 1.3707 -0.6893 -1.5200  C152 1.532, H162 1.090, H163 1.089, H164 1.093
152 C 0.8178 0.2874 -0.4773  C151 1.532, C153 1.547, C154 1.527, N160 1.468
153 C 1.2076 1.7145 -0.9312  C152 1.547, H165 1.091, H166 1.088, H167 1.090
154 C -0.7046 0.1693 -0.4721  C152 1.527, C155 1.516, H168 1.094, H169 1.095
155 C -1.3125 0.8485 0.7390  C154 1.516, C156 1.506, H170 1.099, H171 1.096
156 C -0.6723 0.3664 2.0142  C155 1.506, C157 1.536, H172 1.102, H173 1.090
157 C 0.8577 0.4978 2.0423  C156 1.536, C158 1.529, C159 1.524, N160 1.455
158 C 1.2754 1.9567 2.2300  C157 1.529, H174 1.093, H175 1.097, H176 1.081
159 C 1.3211 -0.3127 3.2469  C157 1.524, H177 1.099, H178 1.086, H179 1.093
160 N 1.3299 -0.1481 0.8274  C152 1.468, C157 1.455, O161 1.432
161 O 2.7615 -0.1488 0.7861  N160 1.432, H180 0.963
162 H 0.9124 -0.5414 -2.4975  C151 1.090
163 H 2.4579 -0.6405 -1.5589  C151 1.089
164 H 1.1291 -1.7123 -1.2199  C151 1.093
165 H 0.3975 2.4221 -0.7512  C153 1.091
166 H 2.1190 2.0803 -0.4624  C153 1.088
167 H 1.3845 1.6598 -2.0059  C153 1.090
168 H -1.1333 0.6263 -1.3694  C154 1.094
169 H -0.9711 -0.8921 -0.5096  C154 1.095
170 H -1.2580 1.9440 0.6684  C155 1.099
171 H -2.3982 0.7007 0.7659  C155 1.096
172 H -0.8638 -0.7184 2.0310  C156 1.102
173 H -1.0699 0.7308 2.9619  C156 1.090
174 H 2.3550 1.9494 2.3981  C158 1.093
175 H 0.8512 2.3463 3.1635  C158 1.097
176 H 0.9371 2.6043 1.4330  C158 1.081
177 H 2.3704 -0.0663 3.4617  C159 1.099
178 H 1.2754 -1.3938 3.1589  C159 1.086
179 H 0.7604 0.0556 4.1098  C159 1.093
180 H 2.9448 -1.0910 0.8660  O161 0.963
181 C 1.5453 0.6876 -9.5526  C182 1.529, H192 1.093, H193 1.095, H194 1.091
182 C 0.6274 0.1356 -8.4613  C181 1.529, C183 1.520, C184 1.527, N190 1.469
183 C -0.4987 1.1174 -8.1827  C182 1.520, H195 1.093, H196 1.089, H197 1.090
184 C 0.1043 -1.2064 -8.9678  C182 1.527, C185 1.520, H198 1.096, H199 1.097
185 C -0.4372 -2.1874 -7.9405  C184 1.520, C186 1.535, H200 1.097, H201 1.089
186 C 0.5400 -2.3335 -6.7658  C185 1.535, C187 1.521, H202 1.095, H203 1.094
187 C 1.0824 -1.0132 -6.2409  C186 1.521, C188 1.535, C189 1.533, N190 1.451
188 C 0.0335 -0.4034 -5.3012  C187 1.535, H204 1.088, H205 1.095, H206 1.093
189 C 2.2978 -1.3709 -5.3772  C187 1.533, H207 1.094, H208 1.088, H209 1.092
190 N 1.5015 -0.1255 -7.3097  C182 1.469, C187 1.451, O191 1.419
191 O 2.0015 1.0805 -6.7529  N190 1.419, H210 0.962
192 H 1.0347 0.8589 -10.5037  C181 1.093
193 H 1.9795 1.6519 -9.2694  C181 1.095
194 H 2.3823 0.0141 -9.7432  C181 1.091
195 H -0.9121 1.5070 -9.1163  C183 1.093
196 H -1.3163 0.6432 -7.6408  C183 1.089
197 H -0.1338 1.9762 -7.6193  C183 1.090
198 H -0.6266 -0.9884 -9.7544  C184 1.096
199 H 0.9036 -1.7312 -9.5048  C184 1.097
200 H -1.4037 -1.8608 -7.5379  C185 1.097
201 H -0.5967 -3.1405 -8.4435  C185 1.089
202 H 1.3056 -3.0559 -7.0656  C186 1.095
203 H -0.0029 -2.8486 -5.9683  C186 1.094
204 H -0.8982 -0.1548 -5.8060  C188 1.088
205 H 0.4024 0.5037 -4.8113  C188 1.095
206 H -0.1891 -1.0845 -4.4763  C188 1.093
207 H 3.0080 -1.9634 -5.9606  C189 1.094
208 H 2.0231 -1.9171 -4.4766  C189 1.088
209 H 2.8512 -0.4736 -5.0912  C189 1.092
210 H 2.8868 1.1432 -7.1244  O191 0.962
211 C 5.5959 2.0934 2.1467  C212 1.514, H215 1.093, H216 1.090, H217 1.093
212 C 6.7332 1.0947 2.1193  C211 1.514, C213 1.516, O214 1.447, H218 1.094
213 C 6.4469 -0.1640 2.9136  C212 1.516, H219 1.089, H220 1.091, H221 1.094
214 O 6.9490 0.6648 0.7550  C212 1.447, H222 0.964
215 H 4.6361 1.5878 2.0166  C211 1.093
216 H 5.7540 2.8253 1.3542  C211 1.090
217 H 5.5516 2.6178 3.1046  C211 1.093
218 H 7.6494 1.5564 2.4988  C212 1.094
219 H 7.3437 -0.7758 2.9959  C213 1.089
220 H 5.6101 -0.6892 2.4506  C213 1.091
221 H 6.1397 0.0775 3.9355  C213 1.094
222 H 7.7043 1.0985 0.3420  O214 0.964
223 C 3.3009 7.0396 1.7826  C224 1.517, H227 1.092, H228 1.095, H229 1.091
224 C 2.5870 6.4340 0.5888  C223 1.517, C225 1.522, O226 1.434, H230 1.097
225 C 1.4556 5.5023 0.9981  C224 1.522, H231 1.093, H232 1.087, H233 1.094
226 O 2.0392 7.4495 -0.2624  C224 1.434, H234 0.961
227 H 2.6284 7.6891 2.3465  C223 1.092
228 H 4.1297 7.6707 1.4452  C223 1.095
229 H 3.7339 6.2935 2.4500  C223 1.091
230 H 3.2905 5.8253 0.0064  C224 1.097
231 H 1.8625 4.7377 1.6641  C225 1.093
232 H 0.9867 5.0262 0.1404  C225 1.087
233 H 0.7168 6.0469 1.5932  C225 1.094
234 H 2.7633 7.8111 -0.7808  O226 0.961
235 C 4.8268 1.6591 -2.9925  C236 1.518, H239 1.095, H240 1.090, H241 1.096
236 C 5.4913 2.8631 -2.3495  C235 1.518, C237 1.523, O238 1.426, H242 1.090
237 C 4.5104 3.6308 -1.4734  C236 1.523, H243 1.092, H244 1.098, H245 1.091
238 O 6.5730 2.4835 -1.5011  C236 1.426, H246 0.967
239 H 5.5799 0.9958 -3.4303  C235 1.095
240 H 4.1149 1.9474 -3.7657  C235 1.090
241 H 4.3178 1.0485 -2.2377  C235 1.096
242 H 5.9365 3.5072 -3.1077  C236 1.090
243 H 3.6218 4.0262 -1.9698  C237 1.092
244 H 5.0482 4.5027 -1.0786  C237 1.098
245 H 4.2655 3.0504 -0.5821  C237 1.091
246 H 6.3020 1.7152 -0.9812  O238 0.967
247 C 7.1519 -3.3976 0.0479  C248 1.528, H251 1.093, H252 1.092, H253 1.090
248 C 6.8013 -2.4414 -1.0906  C247 1.528, C249 1.523, O250 1.420, H254 1.092
249 C 5.3531 -1.9737 -1.0470  C248 1.523, H255 1.094, H256 1.094, H257 1.089
250 O 7.6868 -1.3314 -1.1158  C248 1.420, H258 0.967
251 H 8.0620 -3.9350 -0.2288  C247 1.093
252 H 6.3620 -4.1423 0.1651  C247 1.092
253 H 7.3625 -2.8893 0.9890  C247 1.090
254 H 6.9397 -2.9907 -2.0246  C248 1.092
255 H 5.1166 -1.4902 -0.0945  C249 1.094
256 H 4.6933 -2.8397 -1.1553  C249 1.094
257 H 5.1724 -1.2709 -1.8591  C249 1.089
258 H 7.5740 -0.8473 -0.2861  O250 0.967